# 1
Entry from the OMol25 dataset: a molecular structure, C38H35BrN3NaO8P2 (ωB97M-V/def2-TZVPD).

XYZ file:
```
88
Properties=species:S:1:pos:R:3:forces:R:3
Na -0.85351 -0.90880 0.30542 -0.02 -0.22 0.04
O -3.57569 4.26546 2.26328 0.01 -0.03 -0.02
C -2.99610 3.34319 1.72050 0.06 -0.02 -0.04
C -3.59267 2.35708 0.75214 -0.01 -0.13 -0.13
O -4.74309 2.37163 0.33200 0.02 0.02 0.02
C -2.52746 1.40562 0.38922 0.20 0.25 0.15
C -1.31084 1.77874 1.07290 -0.30 0.17 -0.07
O -0.20446 1.17324 0.98277 -0.03 -0.20 0.05
C -1.54480 2.98828 1.87086 0.04 -0.04 -0.03
O -0.70722 3.59880 2.53059 0.00 -0.02 0.02
O -2.62817 0.42553 -0.41614 0.08 0.12 0.06
N 2.73324 0.14691 0.24364 -0.36 0.06 -0.01
P 2.14907 -0.80440 1.57703 0.08 0.02 -0.28
C 2.75703 0.28886 2.92206 0.03 -0.03 -0.06
C 4.09257 0.35774 3.31917 -0.03 -0.02 0.10
C 4.48771 1.26963 4.28895 -0.04 -0.02 -0.04
C 3.55235 2.12917 4.85487 -0.01 -0.03 -0.04
C 2.22571 2.07936 4.44879 0.06 0.03 0.04
C 1.82640 1.15900 3.48911 -0.05 0.02 -0.06
C 3.40327 -2.15242 1.60941 0.03 0.02 0.21
C 4.26997 -2.42328 0.55574 0.01 0.09 0.03
C 5.12131 -3.52214 0.60514 -0.02 0.02 -0.01
C 5.11849 -4.35970 1.70920 -0.02 -0.01 0.04
C 4.24966 -4.10277 2.76474 -0.02 0.04 -0.02
C 3.39301 -3.01526 2.70838 0.00 -0.03 -0.08
P 1.77993 0.14056 -1.19297 0.05 0.10 0.04
C 3.00798 -0.44616 -2.44864 -0.03 0.03 0.09
C 4.32860 0.00141 -2.48030 0.02 0.01 -0.02
C 5.21878 -0.48761 -3.42262 -0.04 -0.01 -0.01
C 4.79438 -1.43326 -4.35338 -0.04 0.02 0.04
C 3.48537 -1.88878 -4.32517 0.05 0.02 -0.01
C 2.59556 -1.40135 -3.37148 -0.02 -0.02 0.04
C 1.82122 1.93692 -1.58739 0.02 0.02 -0.04
C 1.95759 2.37783 -2.90418 0.01 -0.01 0.02
C 1.93062 3.73124 -3.20447 -0.01 0.03 0.02
C 1.75913 4.66919 -2.19406 0.00 -0.04 0.01
C 1.60913 4.24158 -0.88263 0.00 -0.02 -0.05
C 1.63752 2.88568 -0.58008 -0.04 0.01 0.02
H 3.04480 1.06888 0.52749 0.23 -0.10 -0.05
H 4.81785 -0.31248 2.87258 0.02 0.00 0.01
H 5.52551 1.31480 4.59794 0.01 0.00 0.00
H 3.86304 2.84618 5.60569 0.00 0.01 0.01
H 1.49874 2.76535 4.86370 -0.03 0.00 -0.03
H 0.80103 1.14605 3.13432 0.04 0.02 0.03
H 4.28098 -1.76358 -0.30372 0.00 -0.03 0.01
H 5.78482 -3.72241 -0.22806 0.00 0.00 0.00
H 5.77762 -5.21894 1.74626 0.01 0.00 -0.01
H 4.22769 -4.76272 3.62345 0.00 0.00 0.01
H 2.69181 -2.83777 3.51681 0.00 -0.01 0.01
H 4.65653 0.73377 -1.75037 0.00 0.00 -0.01
H 6.24369 -0.13572 -3.43661 0.00 0.00 0.01
H 5.48948 -1.81711 -5.09077 0.00 -0.01 0.00
H 3.15581 -2.63511 -5.03793 -0.01 0.00 0.00
H 1.58256 -1.78815 -3.31673 0.00 0.00 -0.01
H 2.08354 1.65777 -3.70363 0.00 0.00 -0.01
H 2.03340 4.05515 -4.23368 0.00 -0.01 -0.01
H 1.72552 5.72588 -2.43116 0.00 0.00 0.00
H 1.43994 4.95550 -0.08629 0.00 -0.01 0.01
H 1.44650 2.56887 0.43896 0.00 -0.01 0.00
Br -1.07702 -3.50863 1.18729 0.06 -0.05 -0.04
C -2.98651 3.10250 -2.86201 0.02 -0.01 -0.03
C -1.54039 2.64998 -2.74930 -0.04 -0.04 0.00
O -1.41698 1.23748 -2.77451 -0.06 0.01 0.05
H -3.04566 4.19437 -2.84811 -0.02 0.00 0.00
H -3.58194 2.71772 -2.03365 -0.02 0.00 0.03
H -3.42357 2.73824 -3.79531 0.00 0.01 0.00
H -1.09158 3.05447 -1.83461 0.02 0.00 0.02
H -0.95700 3.03039 -3.59095 0.03 -0.01 -0.01
H -1.84522 0.90271 -1.95348 0.02 0.03 -0.05
O -2.09289 -6.31870 -4.85223 0.00 -0.03 0.01
C -1.30227 -6.77602 -3.76658 -0.02 -0.01 -0.03
N -2.01395 -6.89420 -2.51784 0.09 0.02 0.09
C -2.73269 -5.86240 -1.92533 -0.04 -0.07 -0.24
O -3.73234 -6.11479 -1.28728 0.00 0.02 0.09
C -2.26818 -4.46946 -2.18088 0.00 0.02 0.07
C -3.21670 -3.45698 -2.26283 -0.06 -0.05 0.01
C -2.79903 -2.16640 -2.51977 0.04 0.05 0.02
C -1.44092 -1.94038 -2.70965 0.03 -0.03 0.05
N -0.51302 -2.89056 -2.57669 -0.01 0.03 -0.05
C -0.92716 -4.11767 -2.28259 0.02 0.00 0.01
H -2.26973 -5.38106 -4.70616 0.00 0.01 0.01
H -0.42783 -6.13982 -3.64954 -0.03 -0.01 -0.02
H -0.96804 -7.77432 -4.04434 0.01 0.01 0.03
H -2.47984 -7.77559 -2.36238 -0.05 0.01 -0.04
H -4.25897 -3.70114 -2.10162 0.01 0.01 0.00
H -3.48850 -1.33405 -2.54912 0.00 0.00 0.01
H -1.08713 -0.94367 -2.94972 0.03 -0.01 -0.03
H -0.15233 -4.84967 -2.08508 0.00 0.03 0.02
```
Positions in Å, forces in eV/Å.

Values from the calculation:
Total charge: -2
E: -153866.8961 eV
Orbital gap: 5.4 eV
Energy relative to the best compared isomer or geometry (same formula, charge and spin): 0.601 eV
LUMO energy: 3.74 eV

---

# 2
Entry from the OMol25 dataset: a molecular structure, C17H13FeN2O3 (ωB97M-V/def2-TZVPD).

XYZ file:
```
36
Properties=species:S:1:pos:R:3:forces:R:3
O 3.33543 4.33921 -0.42445 -2.38 -1.92 -0.72
C 2.42868 3.66344 -0.70960 5.02 5.90 0.93
Fe 1.37997 2.23740 -0.77485 -1.04 -1.54 -0.51
C 2.74892 1.11353 -0.89416 5.16 -4.88 0.66
O 3.50730 0.25128 -0.71889 -2.00 2.19 -0.54
C 1.44131 2.12733 0.98791 1.24 -1.17 6.32
O 1.72442 1.86395 2.09303 -1.00 0.81 -3.09
C -1.00829 0.09000 -0.86013 0.67 1.57 -0.81
C -1.84378 1.26941 -0.50273 -1.34 -0.51 0.22
C -1.46711 2.56097 -0.33664 0.77 1.09 0.36
C -0.37835 3.28643 -0.92245 -3.04 1.82 -0.24
C 0.13411 2.95300 -2.22135 -0.76 -0.10 -0.69
C 0.27863 1.59996 -2.52347 -0.72 -0.05 -1.73
C 0.27923 0.58518 -1.51400 -0.38 -2.55 0.00
H -1.56935 -0.51722 -1.57693 0.11 -0.50 0.30
H -2.88472 1.02277 -0.23787 0.45 0.15 0.08
H -2.09108 3.19111 0.32258 0.13 -0.36 -0.46
H -0.26352 4.31273 -0.55088 -0.21 -0.38 -0.43
H 0.44612 3.76701 -2.89165 -0.21 -0.55 0.24
H 0.61385 1.25043 -3.50358 0.29 0.65 0.11
H 0.91116 -0.29204 -1.75459 -0.49 0.41 -0.34
C 0.27530 -4.39345 0.24312 -0.23 0.63 -0.04
C 0.10053 -3.10132 -0.29333 0.23 -0.18 -0.17
C -0.39638 -2.08923 0.54310 -0.43 0.19 -0.41
C -0.71722 -2.41938 1.84687 -0.42 0.36 0.66
C -0.59919 -3.68392 2.40033 0.27 -0.65 -0.23
C -0.09215 -4.69680 1.57026 -0.32 0.71 0.51
N -1.24514 -1.26859 2.44043 0.39 0.81 -0.28
C -1.21754 -0.25048 1.56188 -0.19 -1.58 -0.22
N -0.78138 -0.71085 0.37622 -0.03 -0.37 0.85
H 0.69236 -5.20220 -0.36462 -0.22 0.49 0.06
H 0.35458 -2.88119 -1.33097 -0.03 -0.17 0.29
H -0.91097 -3.82590 3.43909 0.20 -0.25 -0.42
H -0.00326 -5.71758 1.95809 0.06 0.49 -0.23
H -1.57988 -1.19311 3.38957 0.13 0.04 -0.03
H -1.60261 0.75812 1.73466 0.31 -0.62 -0.02
```
Positions in Å, forces in eV/Å.

Values from the calculation:
Total charge: +1
Spin multiplicity: 5
E: -61337.2574 eV
Orbital gap (spin up / spin down): 6.0 / 6.6 eV
Energy relative to the best compared isomer or geometry (same formula, charge and spin): 0.000 eV
LUMO energy (spin up / spin down): -3.27 / -5.34 eV

---

# 3
Entry from the OMol25 dataset: a single C28H32N4O4 molecule (ωB97M-V/def2-TZVPD).

XYZ file:
```
68
Properties=species:S:1:pos:R:3:forces:R:3
C -3.42126 -3.53189 -1.43117 -0.01 0.04 -0.06
O -2.39025 -4.17654 -0.71184 0.13 -0.11 -0.11
C -2.37920 -3.90007 0.66902 0.15 0.17 0.31
C -1.88922 -2.48118 0.97694 -0.17 -0.11 0.01
N -0.67554 -2.25701 0.21922 -0.06 -0.47 0.01
C 0.09145 -1.17719 0.39187 0.13 -0.48 -0.40
O -0.04305 -0.39110 1.31293 -0.05 0.28 0.27
C 1.17921 -0.97318 -0.68152 -0.27 -0.01 -0.05
C 2.56988 -1.34269 -0.23865 -0.03 -0.25 0.08
C 3.58099 -1.40401 -1.19208 -0.06 -0.07 0.07
C 4.87962 -1.68613 -0.82159 -0.03 0.01 0.01
C 5.20505 -1.92432 0.50961 -0.04 0.02 0.05
C 6.62128 -2.21923 0.89821 0.01 0.01 -0.03
C 4.19011 -1.87947 1.45368 0.10 -0.02 -0.03
C 2.88680 -1.59028 1.08812 -0.10 -0.06 -0.13
N 1.09949 0.44852 -1.05450 0.25 -0.42 -0.03
C -0.12526 0.85743 -1.43734 -0.06 0.60 -0.43
O -1.01237 0.03977 -1.66046 -0.10 -0.15 -0.10
C -0.39106 2.34426 -1.45590 -0.06 -0.08 0.00
C -0.85568 2.76389 -0.04780 -0.03 0.22 0.08
C -2.35527 2.66552 0.20313 0.44 0.04 -0.05
O -2.97475 3.60154 0.66138 -0.16 0.22 0.13
N -2.89620 1.45018 -0.08576 0.10 -0.29 -0.13
C -4.18202 1.00645 0.17350 -0.48 0.04 0.16
C -5.21391 1.83263 0.62758 -0.02 0.14 0.03
C -6.45274 1.26543 0.84913 0.12 -0.23 -0.08
C -6.63443 -0.09177 0.61698 -0.06 0.03 0.04
C -5.54682 -0.82138 0.17312 -0.25 0.01 0.04
N -4.35249 -0.29696 -0.04459 0.33 0.14 -0.14
C 2.18161 1.30818 -0.73192 0.23 0.49 0.03
C 2.92899 1.88940 -1.74792 -0.06 -0.05 0.11
C 4.01417 2.68117 -1.41981 0.02 0.04 -0.09
C 4.35996 2.87827 -0.09426 -0.01 -0.01 0.03
C 3.61652 2.30172 0.92764 0.01 0.04 -0.09
C 3.99530 2.48576 2.36402 0.03 -0.05 0.00
C 2.51786 1.52123 0.59595 -0.02 0.14 -0.13
H -3.32099 -3.86476 -2.46249 -0.08 0.06 -0.01
H -3.33724 -2.44262 -1.38915 -0.02 0.03 0.01
H -4.40358 -3.83300 -1.04915 -0.01 0.00 -0.01
H -1.68824 -4.63308 1.09484 -0.10 0.07 0.05
H -3.37548 -4.04884 1.10714 0.06 -0.01 -0.02
H -1.67685 -2.36951 2.04232 -0.09 -0.05 -0.04
H -2.64797 -1.73849 0.69575 0.14 -0.09 0.10
H -0.62491 -2.79350 -0.63600 0.13 0.21 -0.01
H 0.91231 -1.55317 -1.57523 0.04 0.05 0.20
H 3.34613 -1.22065 -2.23074 -0.03 0.03 -0.13
H 5.65533 -1.72280 -1.57287 0.09 -0.01 -0.09
H 6.70092 -2.41781 1.96382 0.06 -0.02 0.06
H 6.99222 -3.08617 0.35323 0.08 -0.05 0.01
H 7.26312 -1.37380 0.65268 0.10 0.02 0.02
H 4.41871 -2.06836 2.49285 0.04 -0.03 0.10
H 2.11802 -1.55012 1.84408 -0.10 0.04 0.08
H 0.51088 2.89520 -1.71759 -0.11 0.00 0.01
H -1.16888 2.55900 -2.19024 0.10 -0.07 -0.03
H -0.57699 3.80198 0.13887 -0.11 -0.11 0.02
H -0.36347 2.13980 0.70397 0.04 0.04 0.03
H -2.31087 0.73981 -0.52721 -0.03 0.15 0.06
H -5.03035 2.87922 0.79782 0.02 0.02 -0.01
H -7.27251 1.87661 1.19775 -0.04 0.06 0.02
H -7.58965 -0.56616 0.77698 -0.07 -0.07 0.01
H -5.62800 -1.88329 -0.02105 -0.09 -0.10 0.00
H 2.65999 1.71781 -2.77982 -0.04 -0.06 -0.09
H 4.59987 3.13871 -2.20324 0.05 0.04 -0.07
H 5.21771 3.48828 0.14899 0.09 0.07 0.04
H 3.10878 2.59431 2.98429 -0.03 0.03 0.10
H 4.63041 3.35839 2.49405 0.04 0.05 0.06
H 4.54153 1.60891 2.71285 0.05 -0.03 0.10
H 1.91556 1.06731 1.36854 -0.11 -0.07 0.06
```
Positions in Å, forces in eV/Å.

Values from the calculation:
Total charge: 0
SMILES string: COCCNC(=O)[C@H](c1ccc(C)cc1)N(C(=O)CCC(=O)Nc1ccccn1)c1cccc(C)c1
E: -43707.8600 eV
Orbital gap: 9.2 eV
Energy relative to the best compared isomer or geometry (same formula, charge and spin): 0.691 eV
LUMO energy: 0.69 eV

---

# 4
Entry from the OMol25 dataset: a single C6H10O molecule (ωB97M-V/def2-TZVPD).

XYZ file:
```
17
Properties=species:S:1:pos:R:3:forces:R:3
C 1.80431 -0.75248 -0.21194 -1.67 0.68 0.69
C 0.55981 0.07438 0.56274 0.25 -0.49 -0.44
C 0.08960 1.46256 -0.07529 0.08 -0.43 -0.20
C -1.39541 1.24588 -0.29853 0.10 -0.06 -0.08
C -1.80639 0.04479 0.09324 -0.09 -0.08 -0.01
C -0.67397 -0.82415 0.56841 -0.23 -0.02 0.18
O -0.48504 -1.91919 -0.31160 -0.59 -0.25 -0.37
H 1.77434 -0.88834 -1.31422 -0.45 0.85 0.66
H 2.39550 0.04269 0.11212 2.78 0.65 -0.41
H 2.15464 -1.75898 0.11956 -0.74 1.06 0.63
H 0.83236 0.35455 1.61095 0.29 -0.74 -0.83
H 0.60581 1.69131 -1.01564 -0.06 -0.08 0.02
H 0.23156 2.36653 0.55752 0.19 -0.77 -0.07
H -2.04368 2.00308 -0.74536 0.24 -0.18 0.16
H -2.80796 -0.36446 -0.00593 0.07 0.20 0.06
H -0.83105 -1.26882 1.55374 -0.15 -0.01 -0.08
H -0.44929 -1.52002 -1.19307 -0.02 -0.33 0.09
```
Positions in Å, forces in eV/Å.

Values from the calculation:
Total charge: 0
SMILES string: C[C@H]1CC=C[C@H]1O
E: -8429.8566 eV
Orbital gap: 10.6 eV
Energy relative to the best compared isomer or geometry (same formula, charge and spin): 1.384 eV
LUMO energy: 0.99 eV